Record 1
C3H4INS as an isolated structure at a distorted geometry, computed with ωB97M-V/def2-TZVPD.

## Properties
- E_tot: -867.15565 a.u.
- Relative energy (zero: lowest compared OMol25 entry of this formula, charge and spin): 104.4 kcal/mol
- Orbital gap (spin up / spin down): 9.2 / 6.9 eV
- Molecular weight: 213.0 g mol⁻¹
- LUMO level (spin up / spin down): -0.076 / -0.352 eV

Cartesian coordinates (Å):
I: -4.76788 -0.25364 -0.13266
S: -1.92844 1.50482 0.01409
N: -1.59768 -1.39382 -0.13567
C: -2.81626 0.06354 -0.01124
C: -0.43494 -0.68957 0.25003
C: -0.36052 0.70482 -0.28395
H: -0.47200 0.54416 -1.31376
H: -0.05702 -0.92921 1.17718
H: 0.33038 -1.11778 -0.48458
H: 0.60498 1.14409 -0.10273


Record 2
C11H18ClHoIN2O2P as an isolated structure at a distorted geometry, computed with ωB97M-V/def2-TZVPD.

## Properties
- Spin multiplicity: 5
- E_tot: -2736.71851 a.u.
- Total charge: +2
- Relative energy (zero: lowest compared OMol25 entry of this formula, charge and spin): 11.9 kcal/mol
- Orbital gap (spin up / spin down): 7.5 / 7.4 eV
- Molecular weight: 568.5 g mol⁻¹
- LUMO level (spin up / spin down): -8.325 / -8.386 eV

Cartesian coordinates (Å):
Ho: -1.61008 -0.00916 0.55910
I: 1.31768 1.74826 0.09608
Cl: -3.71468 -0.97418 -0.15372
P: -0.45163 0.37510 -2.37889
O: 2.18866 1.96815 4.80070
O: 3.46075 -0.28568 0.53595
N: 1.52130 0.96524 6.78403
N: -0.53051 -0.22691 2.57778
C: -0.89199 -1.00497 -3.49609
C: 1.50526 1.14630 5.40571
C: 1.13980 0.78476 -3.20614
C: 2.30536 -0.19507 0.22853
C: 1.34131 -1.27584 -0.13970
C: -0.85724 -1.71138 4.40231
C: -1.46422 1.71831 -3.12608
C: 0.40903 0.44910 3.32034
C: -0.01311 -0.94599 5.18927
C: -1.12649 -1.33594 3.09527
C: 0.61821 0.18702 4.66584
H: 1.62849 -1.70784 -1.11337
H: 0.96083 1.19660 2.74223
H: -1.81495 -1.47626 -3.14692
H: 1.98967 1.71814 7.26271
H: -1.03771 2.69914 -2.86682
H: -1.03155 -0.60004 -4.50651
H: -1.31605 -2.59747 4.81434
H: 0.22680 -1.03704 -0.29821
H: -1.47117 1.56604 -4.21908
H: 0.96954 0.85514 -4.28911
H: 1.88586 0.00274 -3.04093
H: 0.18190 -1.20694 6.21994
H: -2.49101 1.65364 -2.73462
H: 1.37057 -2.01874 0.68258
H: 1.56148 1.73062 -2.85412
H: 0.71296 0.56694 7.25122
H: -0.08558 -1.74779 -3.48985
H: -1.77400 -1.93753 2.45453


Record 3
C35H40N8S5Ti as an isolated structure at a distorted geometry, computed with ωB97M-V/def2-TZVPD.

## Properties
- Spin multiplicity: 2
- E_tot: -4636.09372 a.u.
- Total charge: +1
- Relative energy (zero: lowest compared OMol25 entry of this formula, charge and spin): 50.9 kcal/mol
- Orbital gap (spin up / spin down): 6.6 / 6.5 eV
- Molecular weight: 781.0 g mol⁻¹
- LUMO level (spin up / spin down): -2.727 / -2.894 eV

Cartesian coordinates (Å):
Ti: -0.62193 -0.20203 -0.20912
S: 4.02010 0.16026 -3.19487
S: 2.02385 1.40596 -1.29564
S: -2.91639 -0.64600 -0.01433
S: 3.56699 0.25179 1.34889
S: -1.01695 1.17789 -2.02543
N: 0.03041 -5.84444 -4.03547
N: 3.87146 2.65846 -2.66463
N: -0.01913 -1.65545 -1.30508
N: -0.78346 1.44967 1.03144
N: 4.85382 1.60070 3.24391
N: -0.43709 -1.31335 1.62787
N: 3.34052 0.19448 4.01177
N: 2.12667 -5.22440 -4.48856
C: -2.53047 -4.22044 2.75264
C: -1.72712 2.35615 0.38015
C: 2.09520 -8.23897 -6.63095
C: 0.71222 -3.81367 -2.96467
C: -2.68375 3.27193 -1.63871
C: 0.00829 -7.89610 -5.44810
C: 0.96256 -4.94532 -3.81126
C: 0.46344 2.18969 1.27451
C: -2.44032 3.29590 1.11325
C: -1.47211 -3.33884 2.62572
C: -1.85728 2.33546 -1.01760
C: -3.67857 -4.03814 1.99898
C: 3.95190 0.67539 2.89782
C: 0.57102 -6.75048 -4.88874
C: 5.34786 1.23286 -3.86182
C: 3.93423 0.73985 5.22153
C: 2.67604 -7.11347 -6.08230
C: 1.90231 -6.37193 -5.20316
C: 5.03401 1.67188 4.68024
C: 0.86560 -1.99031 1.63091
C: 1.66735 -2.91665 -2.46493
C: -0.94604 -2.50581 -1.81401
C: -1.30745 0.90888 2.29643
C: -3.37453 4.20775 -0.89851
C: 0.78592 -8.62485 -6.31770
C: 5.65441 2.35931 2.32608
C: -3.77638 -2.94624 1.16201
C: -2.72202 -2.04003 1.03834
C: -0.62571 -3.57561 -2.59958
C: -3.26518 4.21178 0.48301
C: 1.26705 -1.88618 -1.64596
C: 4.85166 2.66967 -3.72502
C: 3.27457 1.50143 -2.34644
C: -0.49043 -0.31513 2.71561
C: -1.54017 -2.25705 1.75640
H: 4.91433 2.70295 5.02086
H: 2.65983 -8.84115 -7.32689
H: 0.84787 -2.82852 0.93039
H: 3.17008 1.29078 5.78040
H: 6.04363 3.23853 2.83400
H: 1.12372 -2.37737 2.62463
H: 0.65865 2.83364 0.41520
H: -1.38512 -4.24442 -2.97090
H: 6.03924 1.32993 4.95383
H: -2.35868 0.62931 2.14830
H: -0.93242 -0.75277 3.62277
H: 1.31602 1.51049 1.39087
H: 1.99995 -1.19251 -1.23670
H: 0.37028 2.82155 2.16705
H: 5.03978 2.66941 1.48077
H: 0.53302 -0.00039 2.95711
H: -1.24798 1.64997 3.10833
H: 6.23862 1.04851 -3.26174
H: 4.33554 -0.04810 5.86194
H: 5.67318 3.34135 -3.45704
H: 2.96385 -4.66755 -4.50677
H: 3.46300 3.52082 -2.33623
H: -2.35364 3.32165 2.18938
H: 1.64269 -1.27535 1.32736
H: 2.71612 -3.01772 -2.69770
H: -1.98788 -2.29428 -1.58636
H: -3.81930 4.92595 1.07173
H: 4.39837 3.02391 -4.66084
H: 5.53298 0.94877 -4.89429
H: -3.99714 4.93378 -1.39695
H: -2.45560 -5.04702 3.43824
H: 3.68471 -6.82380 -6.33509
H: -2.77930 3.22882 -2.71250
H: -4.49350 -4.74183 2.06351
H: -1.00206 -8.17847 -5.20138
H: 0.37948 -9.51306 -6.77778
H: -4.67040 -2.76094 0.58705
H: -0.58163 -3.51824 3.20646
H: 6.48798 1.76486 1.94360
H: 2.92132 -0.72012 4.00677